(1)
C3H4CsNaO3 as an isolated structure. Source: OMol25; level of theory: the ωB97M-V functional and the def2-TZVPD basis.

Structure (ORCA input):
```
! wB97M-V def2-TZVPD RIJCOSX def2/J DEFGRID3
* xyz 0 1
O -2.124 0.387 0.383
C -2.901 0.374 -0.798
C -2.730 1.595 -1.706
C 0.827 1.557 -1.355
O 1.078 0.405 -1.464
O -0.018 2.411 -1.472
Na -0.696 2.865 1.019
Cs 0.005 -2.154 0.650
H -3.972 0.246 -0.532
H -2.692 -0.575 -1.382
H -3.702 2.033 -1.990
H -2.187 1.330 -2.634
*
```

As for the HOMO energy (alpha / beta): -4.700 / -3.393 eV. Its energy above the lowest of the compared OMol25 structures with the same formula, charge and spin is 19.99 kcal/mol. The value obtained for the HOMO-LUMO gap (alpha / beta) is 3.8 / 2.4 eV. The lowest unoccupied orbital energy (alpha / beta) comes out at -0.912 / -0.959 eV.

---

(2)
A 2-piece molecular cluster, C2H5ClN2O overall. Source: OMol25; level of theory: the ωB97M-V functional and the def2-TZVPD basis.

Structure (ORCA input):
```
! wB97M-V def2-TZVPD RIJCOSX def2/J DEFGRID3
* xyz 0 1
C -0.171 -1.650 1.256
C 0.895 2.422 -0.865
N -1.388 -1.465 0.493
N -0.138 -1.313 -0.101
O 0.051 2.265 -1.859
Cl 0.046 -3.364 1.727
H 0.112 -1.060 1.996
H 1.651 1.671 -0.550
H -0.080 1.271 -2.027
H 1.143 3.355 -0.363
H -2.121 -2.133 0.294
*
```

As for the HOMO energy (alpha / beta): -9.509 / -6.904 eV. Its energy above the lowest of the compared OMol25 structures with the same formula, charge and spin is 127.37 kcal/mol. The value obtained for the HOMO-LUMO gap (alpha / beta) is 10.5 / 6.2 eV. The lowest unoccupied orbital energy (alpha / beta) comes out at 0.960 / -0.747 eV.

---

(3)
C39H46AsN4O8SZr as an isolated structure. Source: OMol25; level of theory: the ωB97M-V functional and the def2-TZVPD basis.

Structure (ORCA input):
```
! wB97M-V def2-TZVPD RIJCOSX def2/J DEFGRID3
* xyz 1 1
Zr 0.172 -0.329 0.188
C 3.065 2.113 -3.162
C 2.838 2.381 -1.674
C 4.101 2.948 -1.022
C 1.645 3.262 -1.420
C 1.458 4.404 -2.189
C 0.409 5.267 -1.936
C -0.476 4.988 -0.915
C -0.344 3.852 -0.120
C -1.401 3.610 0.942
C -2.810 3.706 0.356
C -1.255 4.591 2.109
C 0.749 3.003 -0.374
N 0.945 1.845 0.467
C 1.148 2.057 1.727
C 0.993 1.034 2.696
C 1.221 1.137 4.057
C 0.818 -0.079 4.612
C 0.355 -0.882 3.579
N 0.443 -0.217 2.375
C -0.182 -2.284 3.731
C -0.471 -2.567 5.211
C -1.498 -2.447 2.966
C 0.871 -3.304 3.272
H 3.821 1.335 -3.297
H 3.437 2.996 -3.683
H 2.143 1.810 -3.662
H 2.632 1.432 -1.187
H 4.333 3.934 -1.428
H 4.962 2.301 -1.201
H 3.972 3.063 0.056
H 2.145 4.623 -2.994
H 0.276 6.152 -2.543
H -1.303 5.661 -0.737
H -1.290 2.598 1.333
H -3.055 4.730 0.076
H -3.546 3.387 1.096
H -2.917 3.087 -0.535
H -1.368 5.620 1.765
H -0.280 4.519 2.592
H -2.021 4.405 2.863
H 1.387 3.059 2.082
H 1.606 2.002 4.571
H 0.838 -0.344 5.653
H -1.167 -1.840 5.631
H 0.440 -2.565 5.809
H -0.922 -3.556 5.306
H -2.305 -1.918 3.477
H -1.771 -3.501 2.896
H -1.459 -2.055 1.953
H 1.771 -3.210 3.883
H 1.149 -3.180 2.231
H 0.482 -4.315 3.399
O -3.248 0.112 -2.327
As -1.672 0.843 -2.249
O -1.493 2.239 -3.021
O -1.324 0.808 -0.541
C -0.435 -0.527 -2.913
C -0.210 -0.462 -4.437
C 1.162 -0.986 -4.902
C 1.494 -2.961 -3.974
C 0.879 -3.482 -2.721
C -0.273 -2.978 -2.290
S -0.618 -3.020 -0.550
O -1.068 -4.272 -0.064
O -1.491 -1.814 -0.368
O 0.648 -2.494 0.079
H -3.511 -0.243 -1.465
H -0.594 0.421 -4.941
H 1.637 -0.443 -5.715
H 2.263 -3.631 -4.358
H 1.479 -4.122 -2.085
O 6.793 -1.838 -2.286
C 6.607 -1.680 -0.898
C 5.182 -1.294 -0.637
C 4.767 -0.902 0.623
C 3.432 -0.584 0.834
N 2.531 -0.621 -0.139
C 2.926 -0.977 -1.378
C 4.233 -1.326 -1.659
C 1.865 -0.935 -2.422
C 2.093 -1.492 -3.786
C 0.575 -2.405 -5.085
C 0.624 -3.112 -6.420
O 0.071 -2.317 -7.449
C -0.796 -1.897 -4.587
C -1.037 -1.969 -3.066
N 0.725 -0.481 -2.039
H 7.714 -2.048 -2.463
H 7.266 -0.907 -0.487
H 6.813 -2.615 -0.362
H 5.457 -0.839 1.454
H 3.075 -0.289 1.814
H 4.542 -1.603 -2.654
H 3.142 -1.457 -4.063
H 0.136 -4.092 -6.360
H 1.668 -3.287 -6.697
H -0.879 -2.456 -7.493
H -1.661 -2.120 -5.206
H -2.094 -1.975 -2.812
*
```

As for the HOMO energy: -10.582 eV. The value obtained for the HOMO-LUMO gap is 6.4 eV. The lowest unoccupied orbital energy comes out at -4.197 eV.

---

(4)
C7H14F3N2O5STl as an isolated structure. Source: OMol25; level of theory: the ωB97M-V functional and the def2-TZVPD basis.

Structure (ORCA input):
```
! wB97M-V def2-TZVPD RIJCOSX def2/J DEFGRID3
* xyz 2 1
Tl -1.965 -0.403 4.230
C 3.114 -1.859 -2.676
F 3.562 -1.598 -3.942
F 3.581 -3.071 -2.269
F 3.700 -0.990 -1.767
S 1.141 -1.833 -2.441
O 0.669 -3.180 -2.795
O 0.864 -1.562 -0.990
O 0.637 -0.792 -3.359
C -7.672 -1.462 -1.903
C -6.337 -2.161 -1.778
O -5.618 -1.969 -0.829
N -5.995 -3.199 -2.615
C -6.565 -3.950 -3.696
H -7.682 -0.483 -2.381
H -8.098 -1.215 -0.931
H -8.361 -2.111 -2.443
H -5.025 -3.466 -2.527
H -7.648 -3.946 -3.818
H -6.328 -5.006 -3.571
H -6.060 -3.702 -4.630
C 5.073 4.112 5.455
C 4.558 3.632 4.054
O 3.409 3.155 3.875
N 5.237 3.749 2.898
C 6.604 4.145 2.931
H 5.171 5.187 5.301
H 6.109 3.867 5.690
H 4.309 3.841 6.183
H 4.908 3.497 1.976
H 6.775 4.816 2.090
H 7.176 3.221 2.847
H 6.758 4.738 3.832
*
```

As for the HOMO energy: -13.789 eV. Its energy above the lowest of the compared OMol25 structures with the same formula, charge and spin is 61.80 kcal/mol. The value obtained for the HOMO-LUMO gap is 1.4 eV. The lowest unoccupied orbital energy comes out at -12.374 eV.

---

Number 1: E -524.67174 Eh, strongest force on any atom 3.72 eV Å⁻¹. Number 2: E -723.93314 Eh, strongest force on any atom 5.52 eV Å⁻¹. Number 3: E -5015.64792 Eh, strongest force on any atom 0.65 eV Å⁻¹. Number 4: E -1630.23094 Eh, strongest force on any atom 3.12 eV Å⁻¹.